102
Properties=species:S:1:pos:R:3:forces:R:3 method="wB97M-V/def2-TZVPD" smiles=CC(C)O.CC(C)O.CC(C)O.CC(C)O.CC(C)O.CC(C)O.CO.CO.CO.CO.CO e_above_lowest_kj_mol=332.6 orbital_gap_ha=0.3761
C -1.783960 1.579992 -4.192294 -0.80 -0.33 0.10
C -2.743390 0.873052 -3.170184 1.43 -0.04 0.56
C -3.624980 1.827372 -2.319204 1.58 -0.09 -0.18
O -3.538660 -0.151398 -3.762964 -0.59 0.63 -0.43
H -1.087410 0.918832 -4.707824 -0.15 -0.58 0.31
H -1.143500 2.330722 -3.729334 -0.35 0.16 0.20
H -2.364200 2.002742 -5.012484 -0.15 0.40 0.11
H -2.140240 0.245532 -2.514034 0.37 0.65 0.39
H -3.994120 1.332072 -1.421144 -0.69 -0.26 -0.50
H -4.339270 2.353192 -2.952774 -0.43 -0.22 0.21
H -3.008710 2.602662 -1.863964 0.32 0.19 -0.33
H -4.376600 0.298842 -3.892324 -0.44 -0.52 -0.47
C 0.407730 6.654692 0.350836 0.88 0.41 -0.09
C 0.873030 5.188362 0.515786 -1.89 1.41 0.25
C -0.379140 4.342342 0.948286 0.61 -0.76 -1.02
O 1.414950 4.865762 -0.771174 -0.50 -0.45 1.00
H 1.171010 7.293892 -0.092934 0.46 -0.37 -0.23
H 0.185800 7.231682 1.248576 -0.50 -0.59 0.32
H -0.403170 6.696012 -0.376374 -0.26 -0.14 0.28
H 1.611650 5.042892 1.304056 0.32 0.26 -0.03
H -1.200280 4.394522 0.233366 0.15 0.26 -0.34
H -0.856610 4.506092 1.914366 0.63 0.58 0.20
H -0.070370 3.297042 0.938136 -0.02 -0.28 0.08
H 1.284410 3.918352 -0.854684 0.01 -0.43 -0.39
C 1.217390 -1.661508 2.050876 2.84 0.90 -1.14
C 0.380790 -1.231248 3.148806 -0.16 -0.05 0.87
C 0.524830 0.225202 3.648546 -0.76 0.27 0.62
O -0.916830 -1.419908 2.664746 -1.72 0.60 -0.20
H 2.250210 -1.535028 2.375496 0.29 -0.59 0.14
H 1.214740 -0.913818 1.257746 -0.56 -0.26 -0.50
H 1.058480 -2.686738 1.716586 -0.19 0.24 -0.03
H 0.495080 -2.017978 3.894526 0.35 0.54 0.97
H 0.122180 0.964562 2.956206 0.13 -0.32 -0.70
H 1.429650 0.685302 4.045656 0.58 -0.83 -0.31
H -0.160200 0.357802 4.485956 -0.20 -0.27 0.32
H -1.477110 -0.993148 3.317086 -0.64 -0.12 -0.07
C -6.669540 -2.291688 0.763796 -0.31 0.11 1.37
C -5.947130 -1.060878 1.406366 -0.98 -2.31 -2.20
C -4.786050 -0.627288 0.580636 1.14 1.20 0.17
O -6.876740 -0.007338 1.401196 -0.65 0.72 0.30
H -7.624140 -2.300078 1.289896 -0.07 -0.59 0.20
H -6.139890 -3.232058 0.916306 -0.01 0.04 0.09
H -6.970600 -2.253018 -0.283094 0.60 0.62 -0.24
H -5.735540 -1.260138 2.456896 0.30 -0.23 -0.15
H -5.070290 -0.345478 -0.433214 -0.38 -0.28 -0.06
H -3.905040 -1.261928 0.484996 -0.19 -0.28 0.35
H -4.511700 0.315612 1.053666 0.71 0.13 -0.17
H -7.263170 0.017992 0.522766 -0.12 0.24 -0.08
C 4.971770 -1.198618 2.199616 -0.79 -1.29 -0.58
C 6.173450 -0.331508 2.063816 1.37 -0.09 -1.57
C 6.906830 -0.372448 0.669926 0.28 -0.86 0.95
O 5.846970 0.993122 2.240186 -0.40 2.09 1.59
H 5.190060 -2.229378 2.478856 0.38 -0.09 -0.01
H 4.484930 -1.289748 1.228646 -0.48 0.19 0.01
H 4.273910 -0.855868 2.963566 0.11 0.37 -0.10
H 6.842930 -0.627088 2.871606 0.41 0.40 -0.05
H 7.641390 -1.177468 0.648036 -0.30 -0.42 -0.31
H 7.526120 0.509422 0.505916 -0.26 0.26 0.37
H 6.204530 -0.436188 -0.161224 -0.06 -0.20 0.05
H 5.455330 1.403822 1.465886 0.08 -0.47 -0.38
C 3.881580 -4.042388 0.017076 -0.03 -0.05 0.64
C 3.232030 -5.204578 -0.741634 0.21 0.38 -2.05
C 1.739470 -5.082718 -1.095734 0.34 -0.63 1.04
O 4.018620 -5.246648 -1.953214 0.35 0.64 -0.71
H 3.280870 -3.470478 0.724306 -0.50 -0.63 0.26
H 4.208530 -3.239628 -0.643814 0.08 -0.42 -0.57
H 4.760000 -4.401188 0.553506 0.05 0.07 -0.03
H 3.431160 -6.227928 -0.423504 -0.41 0.28 1.55
H 1.220750 -5.306738 -0.163614 -0.40 0.29 0.11
H 1.461100 -5.909868 -1.748754 0.05 0.12 -0.27
H 1.379420 -4.138348 -1.503934 0.38 0.03 0.01
H 3.824720 -6.048678 -2.443874 -0.13 -0.07 0.03
C 1.864400 1.926922 -2.324274 -0.20 -1.05 0.65
O 0.587270 2.037562 -1.668504 0.24 0.55 -0.85
H 2.228730 2.923772 -2.572564 0.15 -0.20 0.34
H 2.471700 1.332982 -1.641244 0.76 0.71 0.06
H 1.900930 1.302172 -3.216714 -0.73 0.23 -0.47
H 0.178240 1.169072 -1.664894 -0.23 -0.27 0.34
C -1.380570 -3.026818 -4.781044 -0.28 1.95 1.95
O -2.573670 -3.002858 -3.962104 -0.02 -1.63 -0.66
H -0.732700 -2.415968 -4.152364 0.95 0.10 -0.51
H -0.878420 -3.991648 -4.852174 -0.81 -0.16 -0.20
H -1.522000 -2.470178 -5.707464 -0.01 -0.54 -0.32
H -2.827480 -2.098958 -3.761704 0.08 0.37 -0.28
C -0.283300 -1.741188 -0.996884 1.02 -1.50 -0.01
O -0.745110 -0.467578 -0.729214 -0.42 1.27 -0.20
H -0.948850 -2.480728 -0.551664 0.08 -0.28 -0.26
H -0.117890 -1.941218 -2.055534 -0.72 0.33 -0.22
H 0.721310 -1.888788 -0.600554 0.08 -0.09 0.40
H -1.127940 -0.488098 0.150916 0.02 0.19 0.25
C 3.261050 2.004842 1.065786 -0.62 -0.65 -0.15
O 4.157480 2.223502 -0.051974 -0.39 0.10 1.29
H 3.381170 0.989512 1.443636 0.34 0.06 0.15
H 3.393930 2.714532 1.882356 0.25 -0.01 -0.08
H 2.205450 2.025972 0.794916 -0.03 0.43 -0.60
H 4.670470 2.980912 0.239186 0.18 0.25 -0.53
C -4.847170 2.188382 3.135856 -1.13 -1.09 -1.38
O -5.554980 1.016772 3.621976 0.99 1.11 1.01
H -5.153680 2.264912 2.092646 0.33 0.25 -0.34
H -5.165730 3.149492 3.539466 -0.05 -0.39 0.79
H -3.763280 2.074022 3.150226 0.01 -0.05 0.36
H -5.889140 0.507312 2.880096 -0.16 0.73 -0.03

---

22
Properties=species:S:1:pos:R:3:forces:R:3 method="wB97M-V/def2-TZVPD" e_above_lowest_kj_mol=733.1 orbital_gap_ha=0.2909
C 1.153126 2.226345 -0.863994 -0.28 -0.19 0.29
C -0.393593 -2.827415 1.459604 -0.33 0.04 -0.23
C -1.065615 0.338188 1.400689 0.80 0.22 0.85
N 0.329429 1.075219 -1.249316 3.02 0.70 -0.30
N 0.499674 -1.766017 1.045252 0.13 -0.05 2.67
C 0.632946 -0.370292 -0.411753 -3.10 5.71 -3.89
C 0.143530 -0.299408 0.814356 1.19 -5.31 -2.01
N -0.677843 1.364186 -2.201638 -2.28 -0.34 0.30
O 1.084347 -1.043289 -1.456823 -0.19 0.80 -0.46
H 0.846722 -0.072888 -2.180156 1.01 -1.87 2.66
H 1.432767 -2.089856 0.794561 -0.53 0.63 0.32
H -1.576687 1.504471 -1.732627 0.06 -0.08 0.08
H -0.561589 2.255857 -2.689647 0.87 -0.41 0.26
H 0.641337 2.887788 -0.160322 -0.13 0.10 0.22
H 2.070568 1.873010 -0.385790 -0.16 -0.03 -0.04
H 1.452400 2.866029 -1.704427 -0.14 -0.32 -0.18
H -0.735590 -3.435071 0.615464 -0.08 -0.07 -0.10
H 0.070878 -3.509743 2.177192 0.18 0.11 -0.04
H -1.299228 -2.470376 1.958400 0.17 0.32 -0.09
H -1.085448 0.043500 2.455979 -0.27 0.07 -0.10
H -0.968712 1.426776 1.401137 -0.14 -0.10 -0.21
H -1.993420 0.022987 0.913859 0.18 0.06 0.01

---

101
Properties=species:S:1:pos:R:3:forces:R:3 method="wB97M-V/def2-TZVPD" orbital_gap_ha=0.2138 total_charge=-1
C 1.424306 -2.880636 -0.478478 1.39 -0.48 -0.39
N 0.121556 -2.669609 0.243755 0.28 -0.89 -1.10
C -0.979790 -3.438120 -0.422209 1.21 -1.57 1.05
N -2.185079 -2.583304 -0.601199 -0.30 0.52 -2.26
C -3.449511 -3.348089 -0.750733 -1.36 -1.43 0.50
C -3.477035 -4.424144 -1.930415 0.03 -3.69 -3.28
O -4.396010 -4.274309 -2.824516 1.64 0.68 2.27
O -2.652518 -5.511314 -2.051971 -2.04 4.60 1.58
C -2.007701 -1.553733 -1.606711 0.66 -0.78 1.00
F -3.049953 -1.440507 -2.548616 2.08 0.25 1.97
F -0.797935 -1.654533 -2.354062 -2.63 0.51 1.36
F -1.890231 -0.303845 -0.889002 -0.42 -1.40 -1.91
H 2.124851 -1.984484 -0.301213 -1.16 -1.82 -0.10
H 1.287817 -2.937730 -1.621509 -0.08 0.16 1.78
H 1.917547 -3.888504 -0.173642 -0.81 1.97 -0.59
H 0.266230 -3.058535 1.193207 -0.35 0.48 -0.90
H -0.649139 -3.938793 -1.403219 -0.48 0.98 1.40
H -1.223504 -4.318031 0.281640 -0.40 1.45 -1.28
H -4.388188 -2.683706 -0.860780 1.96 -0.89 0.00
H -3.618763 -3.935798 0.226655 0.59 0.98 -1.36
O -1.116150 2.445469 -0.737491 0.00 -0.03 0.13
H -1.952542 2.821113 -1.039083 0.11 0.01 0.04
H -1.217789 1.497068 -0.893815 0.00 -0.02 -0.05
O -2.040981 0.176544 -4.747586 -0.15 0.13 0.00
H -2.449081 -0.406227 -4.090916 0.09 0.07 -0.07
H -2.785880 0.654922 -5.128554 0.09 -0.13 0.01
O -2.035942 4.367272 -2.811724 -0.01 -0.01 -0.16
H -1.194863 4.498111 -2.353696 -0.02 -0.12 -0.02
H -1.776869 4.104969 -3.703753 0.06 0.04 0.12
O -0.830302 -4.239567 -4.300854 -0.21 0.14 -0.35
H -1.696410 -4.528448 -3.970823 0.04 -0.23 0.49
H -0.990827 -3.346180 -4.627908 0.07 -0.10 0.03
O 2.004011 -0.054673 -0.585992 0.20 0.81 0.08
H 1.069562 0.083231 -0.778862 0.11 -0.22 0.06
H 2.440696 0.712639 -0.983504 -0.15 -0.10 -0.13
O -5.137775 -0.496388 -0.238903 -0.09 0.22 -0.13
H -5.800882 -0.304103 -0.911880 0.11 -0.07 0.08
H -4.361168 0.002946 -0.527245 -0.03 -0.07 0.04
O 2.272880 -5.037342 1.805698 0.13 -0.22 0.43
H 2.889790 -5.778041 1.772072 -0.06 0.12 -0.14
H 2.354898 -4.704614 2.710298 -0.06 0.04 -0.05
O 0.589151 1.199200 2.120906 -0.21 0.17 0.01
H -0.077018 1.341345 1.436623 0.06 -0.14 0.05
H 1.335867 1.740031 1.835254 -0.03 -0.17 -0.01
O 2.192175 -5.988550 -1.047020 0.05 -0.57 -0.10
H 1.554899 -6.432870 -0.474206 -0.03 0.23 -0.04
H 1.935127 -6.260590 -1.936853 -0.03 0.16 0.08
O 3.149291 -3.905410 4.702435 0.25 -0.02 0.17
H 2.998828 -3.694201 5.631166 -0.12 -0.03 -0.15
H 4.096467 -3.766822 4.581369 -0.14 0.01 -0.11
O -4.762620 -0.440800 2.625104 -0.16 -0.19 0.26
H -5.410937 -0.868902 3.198879 0.03 0.04 -0.18
H -5.038065 -0.696071 1.730752 0.13 0.17 -0.04
O 1.672118 -1.054402 -3.679092 -0.10 0.17 -0.46
H 0.811026 -1.341029 -3.345416 0.31 0.01 -0.03
H 1.512529 -0.155386 -3.991623 -0.01 -0.02 0.26
O 1.556437 3.665189 3.057076 0.24 0.54 0.32
H 1.176627 3.067156 3.716777 -0.11 -0.08 -0.18
H 0.785401 4.093951 2.659175 -0.04 0.05 -0.03
O 4.442730 1.983235 -1.123831 0.34 0.10 0.07
H 4.755060 1.786280 -0.231100 -0.20 0.09 0.00
H 5.196774 2.411366 -1.545990 -0.12 -0.09 -0.02
O -2.487217 -6.168585 -6.611147 0.01 0.10 0.02
H -3.164834 -5.945941 -5.959823 0.13 -0.04 0.02
H -1.678597 -5.784841 -6.245810 -0.12 0.00 0.10
O -0.888066 2.767867 5.000474 -0.15 -0.01 0.17
H -1.166523 2.794365 5.923246 0.08 0.02 -0.12
H -1.539818 2.196079 4.574923 0.21 -0.01 -0.13
O 3.197289 0.146186 -6.555989 -0.25 0.03 0.04
H 2.795130 -0.438720 -5.898617 0.12 -0.06 0.00
H 2.448700 0.623456 -6.932112 0.11 -0.08 0.03
O -3.073630 -4.014046 2.797182 -0.20 -0.08 0.28
H -3.503796 -3.261501 3.223434 0.11 0.07 -0.23
H -3.637499 -4.764044 3.020915 0.10 0.06 -0.11
O -0.512906 5.739799 1.643809 -0.12 0.19 0.12
H -1.447494 5.879023 1.450489 0.09 -0.17 0.07
H -0.075974 6.502310 1.247351 0.02 -0.26 -0.14
O 3.546102 5.702587 4.651625 0.03 -0.16 0.12
H 3.268688 5.729940 5.574706 0.02 0.02 -0.13
H 2.889689 5.129032 4.226935 -0.09 -0.06 -0.08
O 4.122290 3.940902 1.540113 0.01 0.37 0.03
H 3.428064 4.125306 2.185400 -0.22 -0.35 -0.07
H 4.904093 4.370792 1.912351 0.17 -0.13 -0.10
O -4.207017 1.867063 -2.541314 0.03 0.07 -0.20
H -4.872239 2.054554 -3.213846 0.03 -0.04 0.15
H -3.428091 2.357486 -2.839346 -0.02 -0.02 0.14
O 6.499779 4.557505 3.306640 -0.11 0.00 -0.01
H 5.802666 4.743522 3.950320 0.00 0.08 -0.10
H 7.281857 4.988225 3.678375 -0.18 -0.03 -0.01
O 7.746062 5.351238 5.733145 -0.16 0.06 0.26
H 7.259728 6.077337 6.142745 0.12 -0.02 -0.08
H 7.230628 4.567036 5.960618 0.15 0.01 -0.04
O 1.761361 6.390422 -0.396581 0.04 0.09 0.19
H 2.366006 5.640536 -0.316611 -0.08 0.02 0.03
H 1.925583 6.906917 0.401398 0.21 -0.06 -0.15
O 1.747546 2.647869 -1.707441 -0.13 0.55 0.21
H 1.052817 2.833895 -1.060892 -0.23 -0.11 -0.20
H 2.532942 3.073853 -1.337765 0.17 -0.37 -0.11
O -7.232246 -2.323311 2.961812 -0.26 -0.15 0.03
H -7.879388 -2.750715 3.535154 0.12 0.08 -0.03
H -7.504831 -2.577080 2.071274 0.19 0.07 0.04